{"formula": "C6H9NO2S", "method": "wB97M-V/def2-TZVPD", "orbital_gap_ev": 8.98, "relative_energy_kcal_mol": 113.9, "total_charge": 0, "smiles": "O=C(O)CCCCN=C=S", "multiplicity": 1, "species": ["O", "C", "O", "C", "C", "C", "C", "N", "C", "S", "H", "H", "H", "H", "H", "H", "H", "H", "H"], "positions_angstrom": [[-0.58546, 2.49034, -0.26646], [-1.29848, 1.83749, 0.52203], [-2.01119, 2.64838, 1.46060], [-1.40992, 0.19323, 0.49355], [-0.34567, -0.69502, 1.25142], [1.27125, -0.47221, 0.78386], [1.27238, -0.43019, -0.79047], [0.39714, -1.63259, -1.40138], [1.06344, -1.72038, -2.47062], [1.34763, -1.82970, -4.22651], [-1.74784, 3.48861, 1.39999], [-2.30798, -0.33978, 0.76916], [-1.33456, -0.43391, -0.56315], [-0.47968, -0.62981, 2.31761], [-0.62529, -1.77853, 0.65403], [1.68533, 0.47169, 1.19062], [1.99547, -1.36221, 1.01461], [0.71100, 0.61310, -1.08219], [2.40244, -0.41849, -1.05668]], "atomic_forces_ev_per_a": [[-1.6068, -2.7192, 1.9440], [0.9317, 2.2304, -1.4547], [-1.2671, -8.5186, -0.2772], [1.1995, -1.3077, -1.8605], [1.7777, -1.5250, -3.2055], [-1.7026, -1.8051, -0.5893], [-0.2437, 3.0663, 1.2941], [4.7681, 1.2797, -2.7922], [-3.0887, -0.9228, -3.0086], [-0.2636, 0.3169, 5.4358], [2.0111, 5.1846, -0.9373], [-0.9142, 1.2071, 0.8024], [-0.0655, 3.2311, 1.6385], [0.0950, -0.5191, 0.3360], [0.8642, 2.6505, 2.7228], [-0.2051, -0.5220, -0.3629], [-1.7120, 1.5210, 0.3447], [1.5638, -2.7284, 0.2173], [-2.1419, -0.1197, -0.2475]], "lowdin_charge": [0.035, -0.316, 0.089, -0.115, -0.175, -0.171, -0.228, 0.029, -0.619, 0.507, 0.024, 0.084, 0.139, 0.075, 0.150, 0.098, 0.123, 0.141, 0.128]}

=====

{"formula": "C5H10FN", "method": "wB97M-V/def2-TZVPD", "orbital_gap_ev": 10.51, "relative_energy_kcal_mol": 28.5, "total_charge": 0, "smiles": "NC[C@@H](F)C1CC1", "multiplicity": 1, "species": ["N", "C", "C", "F", "C", "C", "C", "H", "H", "H", "H", "H", "H", "H", "H", "H", "H"], "positions_angstrom": [[0.12700, -0.13203, 2.00916], [1.20244, 0.12157, 1.07572], [1.02587, -0.48274, -0.36209], [0.88399, -1.88508, -0.19684], [-0.14818, -0.18477, -1.24414], [-1.56737, -0.32005, -0.73357], [-1.05686, 1.00426, -1.15303], [-0.48844, 0.64689, 2.11390], [0.50541, -0.38769, 2.89669], [1.54605, 1.17705, 1.05586], [2.07860, -0.51300, 1.27129], [2.00803, -0.34179, -0.91486], [-0.00487, -0.59106, -2.23108], [-2.27478, -0.81385, -1.37389], [-1.56080, -0.56888, 0.28571], [-1.40521, 1.45314, -2.08704], [-0.87088, 1.81805, -0.41180]], "atomic_forces_ev_per_a": [[0.3088, -0.4716, -0.5800], [0.6956, -0.5815, -1.4949], [-0.2081, 0.0249, -0.0950], [0.6856, 0.0850, 0.3683], [-0.2523, 0.5007, -0.4015], [0.6907, -0.0718, -0.7269], [0.3392, 1.7826, 0.2529], [-0.2568, 0.4403, 0.1006], [-0.0149, -0.0829, 0.5298], [-0.1750, -0.4973, -0.3017], [-0.1302, 0.4301, 1.0356], [-1.1212, 0.0316, 0.5886], [0.1087, 0.0832, -0.2886], [-0.1440, -0.1788, -0.0218], [-0.5248, -0.1425, 1.2087], [0.0308, -0.3840, 0.2300], [-0.0322, -0.9681, -0.4041]], "lowdin_charge": [0.019, -0.218, -0.282, -0.051, -0.251, -0.107, -0.126, 0.064, 0.064, 0.118, 0.112, 0.153, 0.129, 0.101, 0.069, 0.098, 0.108]}

=====

{"formula": "C3H4INO", "method": "wB97M-V/def2-TZVPD", "orbital_gap_ev": 9.59, "relative_energy_kcal_mol": 115.3, "total_charge": 0, "smiles": "O/N=C/I.C#C", "multiplicity": 1, "species": ["O", "N", "C", "I", "H", "H", "C", "C", "H", "H"], "positions_angstrom": [[0.70726, 1.80087, 0.05191], [-0.55333, 1.35187, 0.20688], [-1.09179, 0.40178, -0.48879], [-3.08193, -0.04854, -0.11716], [1.25693, 1.16713, -0.58509], [-0.66094, -0.28057, -1.23380], [1.43791, -0.87026, 0.68564], [0.32037, -1.35545, 0.42163], [2.11561, -0.22469, 1.05501], [-0.45010, -1.94215, 0.00379]], "atomic_forces_ev_per_a": [[1.6978, -2.3190, -2.0761], [-2.2104, -0.7285, -0.8487], [1.2235, 1.7079, 0.5656], [-0.0785, 0.0349, 0.0963], [-1.6300, 1.6186, 1.5514], [0.0368, 0.9853, -0.0370], [-5.8805, -3.1818, -1.3681], [5.0335, 0.7423, 0.9161], [2.2126, 1.5249, 0.9844], [-0.4047, -0.3847, 0.2161]], "lowdin_charge": [-0.079, -0.155, -0.799, 0.821, 0.142, 0.035, 0.041, -0.022, -0.004, 0.020]}

=====

{"formula": "BrFHP", "method": "wB97M-V/def2-TZVPD", "orbital_gap_ev": [9.41, 7.96], "relative_energy_kcal_mol": 71.7, "total_charge": 0, "multiplicity": 1, "species": ["F", "P", "Br", "H"], "positions_angstrom": [[-0.39023, 1.04325, -1.15815], [0.50977, 0.63605, 0.11569], [-1.11699, 0.39750, 1.54171], [0.99746, -2.07681, -0.49925]], "atomic_forces_ev_per_a": [[0.4645, -0.1318, 0.2819], [-0.2606, -0.3210, -0.6851], [-0.0991, -0.0741, 0.2896], [-0.1048, 0.5269, 0.1136]], "lowdin_charge": [-0.503, 0.339, 0.138, 0.026]}

=====

{"formula": "C9H15N2S", "method": "wB97M-V/def2-TZVPD", "orbital_gap_ev": 8.00, "relative_energy_kcal_mol": 78.4, "total_charge": 1, "multiplicity": 1, "species": ["C", "C", "C", "C", "C", "C", "C", "C", "C", "N", "N", "S", "H", "H", "H", "H", "H", "H", "H", "H", "H", "H", "H", "H", "H", "H", "H"], "positions_angstrom": [[0.47894, -1.38026, 0.52290], [1.31052, -0.38283, -0.33979], [-0.06862, 1.05081, -0.64527], [-1.61750, -0.30524, 0.69329], [0.86460, -1.69141, -0.92445], [0.30637, 2.44854, -0.96876], [-3.03105, -0.34462, 1.14510], [-0.08107, -1.72386, -2.07198], [2.66592, 0.80247, 1.73701], [-0.78986, -1.22101, 1.04763], [-1.29114, 0.75428, -0.20619], [2.78250, 0.41677, -0.05632], [1.06501, -1.97523, 1.33015], [1.70853, -2.29197, -0.98397], [1.33009, 2.42219, -1.19632], [-0.05496, 3.11612, -0.05215], [-0.12366, 2.99596, -1.75966], [-3.32704, 0.66686, 1.16134], [-2.97012, -0.83576, 2.18060], [-3.75569, -0.91668, 0.56984], [-1.04536, -1.39887, -1.77682], [-0.29397, -2.75036, -2.23648], [0.17631, -1.21891, -3.09729], [3.55243, 0.48060, 2.22396], [1.85834, 0.18726, 2.11669], [2.47651, 1.85775, 2.01479], [-2.12603, 1.23740, -0.42785]], "atomic_forces_ev_per_a": [[2.7038, -1.4964, 1.3726], [-3.7340, 2.7983, 0.5684], [-0.3274, -2.0233, 1.0627], [1.2871, -2.9133, -0.7468], [-0.5153, 2.6242, 0.1260], [-1.3938, 0.1550, 2.4711], [0.8018, -1.1162, 1.9722], [0.0264, 0.2513, -1.6343], [-0.9844, 0.4047, -0.2405], [-1.9351, 1.6216, -0.6847], [2.0628, -0.7934, -0.2410], [0.9087, -0.0686, 0.5158], [-0.4805, 1.0605, -1.8347], [1.3093, -1.4150, -0.1207], [1.6673, 0.4890, 0.3408], [1.3900, -1.4115, -1.5293], [-1.1722, -0.0110, -1.3971], [-1.0452, 1.1702, 0.6362], [-0.4564, 1.0293, -1.4072], [0.4094, -0.1294, -0.4336], [-0.9615, 0.8768, 0.3002], [0.0604, -1.1296, -0.6999], [0.0300, -0.8625, 2.2137], [0.9283, -0.2438, 0.2246], [-0.1534, -0.0017, 0.1444], [0.0857, -0.4921, -0.6317], [-0.5117, 1.6270, -0.3476]], "lowdin_charge": [-0.249, -0.503, -0.009, -0.326, -0.232, -0.019, 0.007, -0.039, -0.308, 0.156, 0.148, 0.950, 0.180, 0.127, 0.035, 0.167, 0.082, 0.062, 0.135, 0.100, 0.051, 0.076, 0.144, 0.026, 0.029, 0.060, 0.150]}

=====

Please write out number 3 again, unchanged.
{"formula": "C3H4INO", "method": "wB97M-V/def2-TZVPD", "orbital_gap_ev": 9.59, "relative_energy_kcal_mol": 115.3, "total_charge": 0, "smiles": "O/N=C/I.C#C", "multiplicity": 1, "species": ["O", "N", "C", "I", "H", "H", "C", "C", "H", "H"], "positions_angstrom": [[0.70726, 1.80087, 0.05191], [-0.55333, 1.35187, 0.20688], [-1.09179, 0.40178, -0.48879], [-3.08193, -0.04854, -0.11716], [1.25693, 1.16713, -0.58509], [-0.66094, -0.28057, -1.23380], [1.43791, -0.87026, 0.68564], [0.32037, -1.35545, 0.42163], [2.11561, -0.22469, 1.05501], [-0.45010, -1.94215, 0.00379]], "atomic_forces_ev_per_a": [[1.6978, -2.3190, -2.0761], [-2.2104, -0.7285, -0.8487], [1.2235, 1.7079, 0.5656], [-0.0785, 0.0349, 0.0963], [-1.6300, 1.6186, 1.5514], [0.0368, 0.9853, -0.0370], [-5.8805, -3.1818, -1.3681], [5.0335, 0.7423, 0.9161], [2.2126, 1.5249, 0.9844], [-0.4047, -0.3847, 0.2161]], "lowdin_charge": [-0.079, -0.155, -0.799, 0.821, 0.142, 0.035, 0.041, -0.022, -0.004, 0.020]}

=====

Please write out number 5 again, unchanged.
{"formula": "C9H15N2S", "method": "wB97M-V/def2-TZVPD", "orbital_gap_ev": 8.00, "relative_energy_kcal_mol": 78.4, "total_charge": 1, "multiplicity": 1, "species": ["C", "C", "C", "C", "C", "C", "C", "C", "C", "N", "N", "S", "H", "H", "H", "H", "H", "H", "H", "H", "H", "H", "H", "H", "H", "H", "H"], "positions_angstrom": [[0.47894, -1.38026, 0.52290], [1.31052, -0.38283, -0.33979], [-0.06862, 1.05081, -0.64527], [-1.61750, -0.30524, 0.69329], [0.86460, -1.69141, -0.92445], [0.30637, 2.44854, -0.96876], [-3.03105, -0.34462, 1.14510], [-0.08107, -1.72386, -2.07198], [2.66592, 0.80247, 1.73701], [-0.78986, -1.22101, 1.04763], [-1.29114, 0.75428, -0.20619], [2.78250, 0.41677, -0.05632], [1.06501, -1.97523, 1.33015], [1.70853, -2.29197, -0.98397], [1.33009, 2.42219, -1.19632], [-0.05496, 3.11612, -0.05215], [-0.12366, 2.99596, -1.75966], [-3.32704, 0.66686, 1.16134], [-2.97012, -0.83576, 2.18060], [-3.75569, -0.91668, 0.56984], [-1.04536, -1.39887, -1.77682], [-0.29397, -2.75036, -2.23648], [0.17631, -1.21891, -3.09729], [3.55243, 0.48060, 2.22396], [1.85834, 0.18726, 2.11669], [2.47651, 1.85775, 2.01479], [-2.12603, 1.23740, -0.42785]], "atomic_forces_ev_per_a": [[2.7038, -1.4964, 1.3726], [-3.7340, 2.7983, 0.5684], [-0.3274, -2.0233, 1.0627], [1.2871, -2.9133, -0.7468], [-0.5153, 2.6242, 0.1260], [-1.3938, 0.1550, 2.4711], [0.8018, -1.1162, 1.9722], [0.0264, 0.2513, -1.6343], [-0.9844, 0.4047, -0.2405], [-1.9351, 1.6216, -0.6847], [2.0628, -0.7934, -0.2410], [0.9087, -0.0686, 0.5158], [-0.4805, 1.0605, -1.8347], [1.3093, -1.4150, -0.1207], [1.6673, 0.4890, 0.3408], [1.3900, -1.4115, -1.5293], [-1.1722, -0.0110, -1.3971], [-1.0452, 1.1702, 0.6362], [-0.4564, 1.0293, -1.4072], [0.4094, -0.1294, -0.4336], [-0.9615, 0.8768, 0.3002], [0.0604, -1.1296, -0.6999], [0.0300, -0.8625, 2.2137], [0.9283, -0.2438, 0.2246], [-0.1534, -0.0017, 0.1444], [0.0857, -0.4921, -0.6317], [-0.5117, 1.6270, -0.3476]], "lowdin_charge": [-0.249, -0.503, -0.009, -0.326, -0.232, -0.019, 0.007, -0.039, -0.308, 0.156, 0.148, 0.950, 0.180, 0.127, 0.035, 0.167, 0.082, 0.062, 0.135, 0.100, 0.051, 0.076, 0.144, 0.026, 0.029, 0.060, 0.150]}

=====

What did the third record say?
{"formula": "C3H4INO", "method": "wB97M-V/def2-TZVPD", "orbital_gap_ev": 9.59, "relative_energy_kcal_mol": 115.3, "total_charge": 0, "smiles": "O/N=C/I.C#C", "multiplicity": 1, "species": ["O", "N", "C", "I", "H", "H", "C", "C", "H", "H"], "positions_angstrom": [[0.70726, 1.80087, 0.05191], [-0.55333, 1.35187, 0.20688], [-1.09179, 0.40178, -0.48879], [-3.08193, -0.04854, -0.11716], [1.25693, 1.16713, -0.58509], [-0.66094, -0.28057, -1.23380], [1.43791, -0.87026, 0.68564], [0.32037, -1.35545, 0.42163], [2.11561, -0.22469, 1.05501], [-0.45010, -1.94215, 0.00379]], "atomic_forces_ev_per_a": [[1.6978, -2.3190, -2.0761], [-2.2104, -0.7285, -0.8487], [1.2235, 1.7079, 0.5656], [-0.0785, 0.0349, 0.0963], [-1.6300, 1.6186, 1.5514], [0.0368, 0.9853, -0.0370], [-5.8805, -3.1818, -1.3681], [5.0335, 0.7423, 0.9161], [2.2126, 1.5249, 0.9844], [-0.4047, -0.3847, 0.2161]], "lowdin_charge": [-0.079, -0.155, -0.799, 0.821, 0.142, 0.035, 0.041, -0.022, -0.004, 0.020]}

=====

What did the fourth record say?
{"formula": "BrFHP", "method": "wB97M-V/def2-TZVPD", "orbital_gap_ev": [9.41, 7.96], "relative_energy_kcal_mol": 71.7, "total_charge": 0, "multiplicity": 1, "species": ["F", "P", "Br", "H"], "positions_angstrom": [[-0.39023, 1.04325, -1.15815], [0.50977, 0.63605, 0.11569], [-1.11699, 0.39750, 1.54171], [0.99746, -2.07681, -0.49925]], "atomic_forces_ev_per_a": [[0.4645, -0.1318, 0.2819], [-0.2606, -0.3210, -0.6851], [-0.0991, -0.0741, 0.2896], [-0.1048, 0.5269, 0.1136]], "lowdin_charge": [-0.503, 0.339, 0.138, 0.026]}